# 1
{"formula": "C7H9CdN3O4", "method": "the ωB97M-V functional and the def2-TZVPD basis", "total_charge": 2, "gap_ev": [6.95, 4.86], "homo_ev": [-16.422, -15.780], "relative_energy_ev": 0.0000, "e_tot_ev": -24607.707, "elements": ["Cd", "O", "C", "O", "C", "C", "C", "C", "C", "N", "C", "O", "O", "H", "H", "H", "H", "H", "N", "N", "H", "H", "H", "H"], "coordinates": [[-1.841, -2.111, 0.070], [-3.971, 2.681, -0.221], [-3.277, 1.438, -0.199], [-3.818, 0.438, -0.088], [-1.766, 1.701, -0.035], [-1.303, 3.039, 0.068], [0.099, 3.188, 0.112], [0.924, 2.152, -0.162], [0.216, 0.838, -0.098], [-0.978, 0.542, 0.014], [1.193, -0.405, 0.025], [2.493, -0.254, -0.108], [0.650, -1.436, 0.225], [-4.855, 2.286, -0.061], [-2.020, 3.832, -0.045], [0.736, 4.044, 0.430], [2.041, 2.192, 0.020], [2.840, 0.614, 0.014], [1.342, -3.974, -0.251], [2.641, -4.286, 0.202], [0.969, -3.424, 0.496], [1.027, -4.989, -0.033], [3.315, -3.295, -0.044], [3.344, -4.811, -0.332]], "forces_ev_per_angstrom": [[-0.1, 1.2, 0.0], [0.5, -3.3, 0.0], [2.7, 7.5, 1.0], [-2.0, -5.3, 0.0], [-1.0, 0.5, -0.4], [0.1, -2.8, -0.8], [1.8, 1.7, 0.5], [-1.2, -3.4, 1.5], [8.6, 0.8, -0.3], [-4.9, 1.9, -0.2], [-1.1, 4.2, -0.6], [-0.4, -2.3, 0.2], [-0.1, -3.3, 0.4], [-0.2, 1.1, -0.2], [0.0, 0.2, 0.5], [-1.6, 0.2, -0.5], [-1.7, 0.3, -0.7], [0.2, 1.2, -0.1], [2.6, -6.4, 2.5], [3.2, 7.1, -3.2], [-0.5, 1.6, 0.2], [-1.2, 1.7, -1.6], [-2.5, -2.5, 2.2], [-1.3, -1.9, -0.2]]}


# 2
{"formula": "C43H41CrN2O3P2S", "method": "the ωB97M-V functional and the def2-TZVPD basis", "total_charge": -1, "gap_ev": [6.34, 7.04], "homo_ev": [-3.673, -4.380], "relative_energy_ev": 0.0000, "s2": 6.014, "e_tot_ev": -112219.376, "spin_multiplicity": 5, "elements": ["Cr", "C", "P", "C", "C", "C", "C", "C", "C", "C", "C", "C", "C", "C", "C", "C", "C", "C", "C", "C", "P", "C", "C", "C", "C", "C", "C", "C", "C", "C", "C", "C", "C", "N", "H", "H", "H", "H", "H", "H", "H", "H", "H", "H", "H", "H", "H", "H", "H", "H", "H", "H", "H", "H", "H", "H", "H", "H", "H", "H", "O", "C", "O", "C", "C", "C", "C", "C", "C", "S", "H", "H", "H", "H", "O", "C", "C", "C", "C", "C", "C", "N", "H", "H", "H", "H", "H", "H", "H", "H", "H", "H", "H"], "coordinates": [[-0.506, -0.124, 0.336], [-0.610, -0.612, -2.835], [0.207, 0.735, -1.903], [1.901, 0.802, -2.614], [2.513, -0.327, -3.155], [3.823, -0.265, -3.617], [4.538, 0.919, -3.543], [3.938, 2.049, -3.003], [2.631, 1.989, -2.542], [-0.530, 2.281, -2.512], [-0.968, 2.438, -3.824], [-1.542, 3.633, -4.232], [-1.686, 4.678, -3.327], [-1.262, 4.525, -2.016], [-0.687, 3.328, -1.608], [-0.339, -1.896, -2.102], [-0.234, -3.174, -2.613], [0.026, -4.015, -1.505], [0.082, -3.203, -0.389], [0.488, -3.641, 0.974], [2.204, -3.300, 1.608], [3.320, -3.694, 0.202], [4.481, -4.399, 0.525], [5.399, -4.770, -0.450], [5.159, -4.449, -1.777], [4.005, -3.757, -2.119], [3.095, -3.379, -1.142], [2.277, -1.470, 1.738], [2.535, -0.572, 0.702], [2.574, 0.796, 0.940], [2.335, 1.294, 2.212], [2.084, 0.415, 3.255], [2.073, -0.951, 3.018], [-0.156, -1.897, -0.737], [-0.264, -0.670, -3.870], [-1.673, -0.355, -2.829], [1.967, -1.263, -3.208], [4.285, -1.152, -4.034], [5.560, 0.962, -3.900], [4.487, 2.981, -2.940], [2.171, 2.879, -2.129], [-0.868, 1.623, -4.531], [-1.887, 3.746, -5.252], [-2.148, 5.606, -3.642], [-1.405, 5.323, -1.298], [-0.398, 3.183, -0.572], [-0.350, -3.456, -3.650], [0.206, -5.081, -1.514], [0.409, -4.731, 1.019], [-0.176, -3.263, 1.750], [4.662, -4.660, 1.562], [6.295, -5.311, -0.171], [5.865, -4.742, -2.545], [3.801, -3.516, -3.156], [2.196, -2.858, -1.435], [2.710, -0.931, -0.303], [2.769, 1.472, 0.116], [2.320, 2.362, 2.386], [1.885, 0.798, 4.248], [1.894, -1.638, 3.839], [-1.352, 2.870, 2.935], [-1.407, 2.389, 1.801], [-0.533, 1.573, 1.335], [-2.483, 2.890, 0.858], [-2.817, 4.237, 1.016], [-3.725, 4.872, 0.188], [-4.336, 4.130, -0.818], [-4.039, 2.790, -0.967], [-3.112, 2.124, -0.144], [-2.886, 0.403, -0.435], [-2.332, 4.775, 1.820], [-3.956, 5.922, 0.324], [-5.051, 4.597, -1.487], [-4.523, 2.211, -1.745], [-0.935, -1.048, 2.261], [-1.546, -1.390, 3.247], [-1.339, -0.770, 4.596], [-2.405, 0.346, 4.722], [-3.847, -0.004, 4.307], [-4.048, -0.252, 2.798], [-3.728, -1.683, 2.342], [-2.629, -2.240, 3.165], [-0.341, -0.339, 4.669], [-1.467, -1.531, 5.372], [-2.071, 1.190, 4.115], [-2.400, 0.689, 5.760], [-4.463, 0.850, 4.593], [-4.232, -0.850, 4.895], [-3.410, 0.438, 2.234], [-5.072, -0.010, 2.506], [-3.437, -1.684, 1.293], [-4.580, -2.352, 2.466], [-2.974, -2.438, 4.093]], "forces_ev_per_angstrom": [[-0.2, -0.1, 0.2], [0.0, 0.0, 0.0], [0.1, 0.1, -0.2], [-0.1, 0.0, 0.0], [0.1, -0.1, 0.0], [-0.1, 0.0, 0.0], [0.0, 0.0, 0.0], [0.0, 0.0, 0.0], [0.0, 0.0, 0.0], [0.0, 0.0, 0.0], [0.0, 0.0, 0.0], [0.0, 0.0, 0.0], [0.0, 0.0, 0.0], [0.1, 0.1, -0.1], [0.1, 0.0, 0.0], [0.0, 0.1, 0.0], [0.0, 0.0, 0.0], [-0.1, 0.0, 0.0], [-0.1, 0.0, 0.0], [0.0, -0.1, -0.1], [0.1, 0.0, 0.1], [0.0, 0.0, -0.1], [0.0, 0.0, 0.0], [0.0, 0.0, 0.0], [0.0, 0.0, 0.0], [0.0, 0.0, 0.0], [0.0, 0.1, 0.1], [0.0, 0.0, 0.0], [0.0, 0.0, 0.0], [0.1, 0.0, 0.1], [0.0, 0.0, 0.0], [0.0, 0.0, 0.0], [0.0, 0.0, 0.0], [0.0, 0.0, -0.2], [0.0, 0.0, 0.0], [0.0, 0.0, 0.0], [0.0, 0.0, 0.0], [0.0, 0.0, 0.0], [0.0, 0.0, 0.0], [0.0, 0.0, 0.0], [0.0, 0.0, 0.0], [0.0, 0.0, 0.0], [0.0, 0.0, 0.0], [0.0, 0.0, 0.0], [0.0, -0.1, -0.1], [0.1, 0.0, -0.2], [0.0, 0.0, 0.0], [0.0, 0.0, 0.0], [0.0, 0.0, 0.0], [-0.1, 0.1, 0.1], [0.0, 0.0, 0.0], [0.0, 0.0, 0.0], [0.0, 0.0, 0.0], [0.0, 0.0, 0.0], [0.0, 0.1, 0.0], [0.0, -0.1, -0.1], [0.0, 0.0, 0.0], [0.0, 0.0, 0.0], [0.0, 0.0, 0.0], [0.0, 0.0, 0.0], [0.0, 0.0, 0.0], [0.1, 0.2, -0.1], [0.0, 0.0, 0.0], [-0.2, 0.0, 0.1], [-0.1, 0.0, 0.0], [0.0, -0.1, 0.0], [0.0, 0.0, 0.0], [-0.1, 0.0, 0.0], [-0.1, 0.0, 0.0], [0.1, 0.1, -0.1], [0.0, 0.0, 0.0], [0.0, 0.0, 0.0], [0.0, 0.0, 0.0], [0.0, 0.0, 0.0], [0.4, 0.2, -0.6], [-0.3, -0.1, 0.4], [0.0, -0.1, 0.1], [0.0, 0.0, 0.0], [0.0, 0.0, 0.0], [0.0, 0.0, 0.0], [0.1, 0.0, 0.1], [-0.1, 0.0, 0.0], [0.0, 0.0, 0.0], [0.0, 0.0, 0.0], [0.0, 0.0, 0.1], [0.0, 0.0, 0.0], [0.0, 0.0, 0.0], [0.0, 0.0, 0.0], [-0.1, -0.1, 0.1], [0.0, 0.0, 0.0], [0.0, 0.0, 0.0], [0.0, 0.0, 0.0], [0.0, 0.0, 0.0]]}


# 3
{"formula": "C2H6NO2P", "method": "the ωB97M-V functional and the def2-TZVPD basis", "total_charge": 0, "gap_ev": 8.73, "homo_ev": -8.337, "relative_energy_ev": 2.2214, "e_tot_ev": -17043.546, "smiles": "N[C@H](CO)P=O", "elements": ["N", "C", "C", "O", "P", "O", "H", "H", "H", "H", "H", "H"], "coordinates": [[-0.383, 1.698, 0.492], [0.038, 0.512, -0.271], [-0.628, -0.887, 0.125], [0.396, -1.981, 0.267], [1.816, 0.063, 0.480], [2.845, 0.190, -0.527], [-1.297, 1.572, 0.730], [-0.426, 2.447, -0.088], [-0.048, 0.677, -1.320], [-1.103, -0.729, 1.134], [-1.543, -1.068, -0.469], [0.336, -2.495, -0.553]], "forces_ev_per_angstrom": [[2.2, -2.9, 1.0], [1.4, -2.2, 1.4], [-0.6, 1.6, 1.6], [-1.9, 1.5, -1.0], [-2.1, 0.6, 1.0], [1.5, 0.1, -1.6], [-3.2, -0.4, 1.4], [0.4, 2.8, -2.2], [0.3, 0.0, -0.9], [0.9, -0.4, -0.5], [0.9, -0.8, -0.4], [0.2, 0.1, 0.2]]}


# 4
{"formula": "H2N2O3", "method": "the ωB97M-V functional and the def2-TZVPD basis", "total_charge": 0, "gap_ev": 11.68, "homo_ev": -10.728, "relative_energy_ev": 0.9331, "e_tot_ev": -9149.305, "smiles": "NO[N+](=O)[O-]", "elements": ["N", "O", "N", "O", "O", "H", "H"], "coordinates": [[-1.118, 0.252, 0.048], [-0.088, -0.779, -0.099], [1.220, -0.035, -0.038], [1.057, 1.105, -0.078], [2.165, -0.707, 0.069], [-1.664, 0.214, -0.815], [-1.573, -0.050, 0.912]], "forces_ev_per_angstrom": [[1.1, -1.7, 0.0], [-0.7, 1.0, 0.1], [-2.2, -0.7, 0.2], [0.9, 3.1, -0.2], [1.3, -1.6, 0.0], [-0.1, -0.3, 0.6], [-0.4, 0.1, -0.7]]}